[1]
ORCA calculation (ωB97M-V/def2-TZVPD) on a 10-piece molecular cluster, C44H62N10 overall.

LUMO, eV: 0.2
DFT total energy, Ha: -2261.13811
Strongest force on any atom, eV/A: 6.3
SMILES string: c1ccncc1.c1ccncc1.c1ccncc1.c1ccncc1.CCCC#N.CCCC#N.CCCC#N.CCCC#N.CCCC#N.CCCC#N
E_HOMO, eV: -9.2

```
116
C44H62N10 | OMol25 | ωB97M-V/def2-TZVPD
C -0.3924 4.1256 -0.5100
C 0.2747 -5.8594 -0.3860
C 0.9504 3.3706 3.5590
H -4.3825 -0.1960 -2.0345
C -0.5552 0.7192 1.0862
H -2.0175 0.8476 -0.5450
H 5.2945 -1.9248 -2.4972
H -1.4558 -0.8134 7.1490
H 2.8997 3.6739 -1.0642
H 2.1177 -1.9711 2.5655
C 1.8989 3.7832 -1.4820
H 1.7982 2.8882 -2.0959
C 5.5235 -2.2872 -1.5059
H 3.4012 -3.0371 0.9361
H 1.9672 -0.1395 -1.7222
C 1.4156 1.2054 -6.2898
C -5.0341 -1.3303 -3.7348
N 2.8816 -0.0948 -8.0931
H -4.5230 0.0660 6.1142
H 1.8858 2.0879 -5.8559
H -7.7351 -2.8103 -1.6773
C -1.5406 -0.0005 6.4278
C -5.1336 3.2711 -2.4513
H 1.6919 -0.0708 -4.5587
H 2.5911 -0.3007 0.6706
H -4.0076 4.4972 -1.1267
H -4.2810 -1.0226 -4.4451
C -6.7790 -2.7576 -3.6464
C 2.1857 2.9517 4.2776
H 2.7037 3.9104 4.3055
H 1.9022 2.4400 5.1973
C 4.3474 -2.7211 0.5222
H 2.8861 1.1446 3.0844
C 2.5402 -2.3203 3.5077
H -0.0869 -1.7324 -4.9162
N -0.9243 -5.7820 -1.0529
C 1.8439 -1.4289 4.5374
H 3.1199 2.8741 1.3450
H 0.7759 -1.5873 4.3878
H 1.9540 -0.3686 4.3098
C -4.4172 3.4880 -1.1697
H 3.1009 -4.3622 2.9911
C 3.7835 2.8108 2.2074
N -0.0706 3.7296 3.0184
N -1.4840 4.4064 -0.6475
H 0.6241 1.5939 -6.9307
H -4.8990 2.9777 -4.5664
C 1.0329 -4.4124 3.5073
C 3.1922 2.1462 3.3863
N -1.9868 -0.9600 3.9937
C 1.5659 -0.0473 0.4442
N -5.8662 -2.1137 -4.3837
H -0.4152 0.0104 -2.2133
H 4.6658 2.3001 1.8216
C 2.2088 0.5052 -7.3817
C -1.7208 -0.5359 5.0463
H -3.4775 1.1303 5.0623
H 2.3614 4.9946 -3.2306
H -0.9466 -2.4725 -1.4731
H -0.7635 -0.7479 -6.2143
C 1.9013 5.1288 -2.2516
H -2.2553 1.8227 7.0540
H 4.0401 3.8527 2.3991
H -5.7156 2.3530 -2.3712
H 2.5081 -4.2489 4.6934
C -5.0299 -0.9710 -2.4177
H 0.9061 2.7532 0.2181
C -4.2567 3.0979 -3.6940
H -2.2658 -4.5014 -2.0017
C -3.3155 1.9108 -3.7703
H 1.3520 -2.6648 -0.4109
C -2.7529 0.8589 6.9468
H 0.9083 5.5324 -2.4496
H 3.5970 -2.0918 3.3694
C -0.1170 0.2346 -1.1998
H 1.3115 4.3685 0.5532
H -3.1277 0.6266 7.9436
C -1.0068 0.6534 -0.2178
H -3.5807 2.7892 -1.1684
C 0.9851 3.7270 -0.2653
N -0.0453 -4.7899 3.3214
H 7.7216 -2.5149 -1.3249
N 4.3280 -2.5381 -0.8706
C -6.0632 -1.5459 -1.5966
C 0.1653 -1.0635 -5.7390
N -2.4948 1.0304 -3.7581
H 7.6175 -3.0311 1.0451
N 0.7513 0.3094 1.4506
H -0.6112 0.5646 6.4976
C 6.7300 -2.5991 -0.9052
C 6.7133 -2.8347 0.4881
C -3.9492 0.9893 6.0348
H -3.7948 4.0444 -3.9750
H 0.1212 0.8263 -4.6381
H -5.0287 3.1804 -0.3214
C 2.4011 -3.8797 3.6734
C -1.3115 -4.5264 -1.4965
H 2.5395 5.9314 -1.8821
H 2.0743 -1.5220 5.5986
H 0.6561 -6.7965 -0.0081
H -1.0813 1.0471 1.9706
H 2.0172 -4.9054 0.3351
C 1.0825 -4.7868 -0.1927
H -7.3713 -3.4944 -4.1685
H 4.0918 2.0217 3.9891
H 5.4679 -3.1299 2.2427
C 0.7263 -3.5282 -0.5821
C -0.5803 -3.4274 -1.1261
H 0.7985 -1.5735 -6.4651
H -6.3385 -1.1834 -0.6172
H -4.6969 1.7445 6.2770
H -5.9168 4.0202 -2.5681
C -6.9438 -2.3866 -2.2778
C 5.5225 -2.8889 1.1914
C 1.2493 -0.0085 -0.9260
C 0.8761 0.2716 -5.1953
```

Here are the Mulliken charges for atoms 1 to 2, given in e: number 1, C, carries -0.109; number 2, C, carries -0.335

---

[2]
ORCA calculation (ωB97M-V/def2-TZVPD) on one molecule with the formula C2H4N4S.

LUMO, eV: 0.2
Relative energy (zero: lowest compared OMol25 entry of this formula, charge and spin), kcal/mol: 55.9
DFT total energy, Ha: -695.74285
Strongest force on any atom, eV/A: 4.6
SMILES string: [H]/N=c1\sncn1N
E_HOMO, eV: -8.8

```
11
C2H4N4S | OMol25 | ωB97M-V/def2-TZVPD
S 2.4230 -0.4902 -0.0096
H -1.9589 -0.2462 -0.6445
H 0.3769 2.5582 -0.0431
H -1.8934 0.0958 0.8611
N 1.9620 1.1510 -0.1095
N -1.6286 0.5269 -0.0104
C 0.7470 1.4885 -0.1781
N -0.3329 -1.8849 0.1220
N -0.2217 0.4011 -0.1057
H 0.2132 -2.7723 0.1238
C 0.3133 -0.8281 -0.0061
```

Here are the natural (NBO) charges for atoms 1 to 2, given in e: number 1, S, carries 0.319; number 2, H, carries 0.364

---

[3]
ORCA calculation (ωB97M-V/def2-TZVPD) on C47H42CdCl3N4O5PSi as an isolated structure.

LUMO, eV: 4.1
Total charge: -2
Relative energy (zero: lowest compared OMol25 entry of this formula, charge and spin), kcal/mol: 0.0
DFT total energy, Ha: -4590.79047
Strongest force on any atom, eV/A: 0.8
E_HOMO, eV: -3.2

```
104
C47H42CdCl3N4O5PSi | OMol25 | ωB97M-V/def2-TZVPD
Cl 0.9891 4.3719 3.5839
H -3.8546 3.0387 4.8006
H -2.9941 2.9016 -2.6044
C 5.6316 1.3274 -2.8973
C -3.3050 -2.6965 4.5824
C 0.4860 3.0732 -2.5486
H 0.7578 2.7598 -1.5399
H 3.1873 0.2024 -5.6577
C 6.1732 3.6786 1.8200
C 3.8762 0.5267 -4.8865
H -5.5061 4.2290 3.3755
H 6.6490 4.4444 2.4220
C -5.1984 2.9198 1.6974
O -2.4997 -0.6681 -3.2871
H -1.9614 4.3429 -2.6267
N 1.7498 -3.9345 -4.0819
C -3.3926 -1.6186 3.7120
H 6.3209 1.6578 -2.1258
C -2.6331 -1.5786 2.5458
H -4.6368 -1.4884 -3.1512
H 7.6064 2.1641 2.3265
H 0.4815 4.1662 -2.5754
C -0.8760 2.5043 -2.9538
H -1.0167 -4.5429 2.9099
C -1.6966 -3.7317 3.1387
N 0.5560 -2.2911 -2.6904
C -5.8690 -2.1170 -1.5192
H 1.8920 0.8945 4.1386
H -1.1626 -2.6315 1.3830
H 6.4903 0.4083 1.0041
C -4.7592 -1.5130 -2.0777
H -0.9712 2.5995 -4.0416
C -4.5252 1.8067 1.2170
C 0.0545 3.2081 2.6279
H -0.6194 -0.6066 -4.1206
H -3.8967 -2.6998 5.4905
H -1.7469 0.6656 -4.6682
H -6.6198 -2.5670 -2.1573
H 6.9179 1.9626 -4.4985
Cd 0.9184 -0.1493 1.0659
H 3.2815 -0.1745 4.2976
C 6.4128 -3.0356 -0.7916
Cl 1.0640 2.6747 1.2662
C 6.0240 -3.7206 0.3516
O -0.6097 0.9276 2.8321
Si 3.9666 0.3805 -0.7154
H -5.8854 3.4519 1.0493
C 5.9694 1.5079 -4.2339
H 1.2775 2.7172 -3.2128
N 0.2803 -1.6930 -0.3465
O 2.0095 -0.6685 2.7626
N -1.8895 0.6543 -1.5642
C -4.9833 3.3572 2.9991
C 2.6134 0.2983 3.5585
O -0.7419 2.2407 4.6609
C 4.3971 2.9787 0.3579
H 0.0503 0.6785 -2.2987
H 6.1115 -1.3213 -2.0279
C 4.4221 -1.9822 0.8330
H -2.3761 -4.5912 4.9879
H -5.1318 -1.6226 1.7340
C 5.0130 3.9686 1.1114
C -4.0731 2.6839 3.8008
C -0.4666 1.9742 3.4971
C -6.0061 -2.1444 -0.1372
H -6.8676 -2.6153 0.3214
C -0.9410 0.9871 -2.6374
P -2.6037 -0.2318 1.2793
C 6.0773 1.4122 1.0166
C 0.4776 -2.0021 -1.4571
C -3.3939 1.5729 3.3174
C -3.8981 -0.9540 0.1200
C 4.9110 1.6786 0.2966
H 3.4868 3.2110 -0.1866
C -2.6577 -0.2489 -1.9928
H 3.6446 -1.5871 1.4893
H -4.6900 1.4910 0.1930
C -1.3922 0.0924 -3.8084
H 5.3551 1.2367 -6.2761
H 4.7093 -3.7195 2.0521
C 5.0267 -3.1904 1.1604
C -1.7808 -2.6496 2.2746
H 7.1809 -3.4455 -1.4378
C -2.0157 3.2964 -2.3158
O 2.3954 0.4445 -0.5252
H 3.2363 1.0135 2.9919
C -5.0279 -1.5744 0.6566
H -2.6319 1.1101 3.9326
C -3.6264 1.1038 2.0250
C 3.5466 0.3530 -3.5476
H -4.0632 -0.8032 3.9557
H 4.5784 4.9602 1.1632
H -1.9555 3.2540 -1.2265
C -2.4569 -3.7582 4.2999
C 4.4173 0.7412 -2.5250
C 1.2252 -3.1736 -3.3782
H 6.4900 -4.6663 0.6057
C 5.0915 1.1034 -5.2327
H 2.5960 -0.1012 -3.2838
C 6.7071 2.3986 1.7683
C 5.8034 -1.8294 -1.1201
C 4.8009 -1.2750 -0.3182
C -3.7794 -0.9146 -1.2769
Cl -1.4041 4.0157 1.9723
```

Here are the Mulliken charges for atoms 1 to 2, given in e: number 1, Cl, carries -0.170; number 2, H, carries 0.394

---

[4]
ORCA calculation (ωB97M-V/def2-TZVPD) on C18H40AsBrIMgN4Si2 as an isolated structure.

LUMO, eV: -2.5
Total charge: +1
Relative energy (zero: lowest compared OMol25 entry of this formula, charge and spin), kcal/mol: 0.0
DFT total energy, Ha: -6815.43201
Strongest force on any atom, eV/A: 0.7
E_HOMO, eV: -9.8

```
68
C18H40AsBrIMgN4Si2 | OMol25 | ωB97M-V/def2-TZVPD
C -3.2835 -1.1342 2.2312
H -2.7127 -0.7477 -2.8330
H -0.3911 -0.9760 -4.8354
H -1.0958 -2.0921 4.4926
H -0.6641 0.6570 -4.2102
C -2.0198 2.3758 -2.0250
H 1.0098 -0.8369 3.4959
Si -0.2693 -0.9625 -2.3609
H 1.8172 3.3189 -2.4541
H 1.6830 -2.5003 -2.1093
H -0.4338 0.0698 5.2367
N -1.9377 -1.5926 2.6352
H -2.1346 1.6759 -2.8569
H -2.4787 -1.0122 -1.1122
C -0.7493 -0.0041 4.1960
H -2.5408 -1.1179 4.6249
As 0.7516 0.4285 -0.7829
H -2.5714 1.0223 0.4836
Br 4.5101 -2.2555 -1.5867
H 5.4311 2.4343 -2.8698
Mg -0.4827 -0.3892 1.2456
Si -0.2380 2.4425 -1.4344
H 0.3957 4.1263 -3.1482
H -2.3450 -2.3692 -2.2462
H -0.3647 4.6578 -0.3237
H -1.2380 -3.5263 3.1258
I 3.6920 -1.0375 1.6215
H 0.8439 -2.9422 1.8822
H 0.8381 -2.5793 0.3046
C -1.6240 -1.2513 4.0440
H 0.8746 3.6383 0.4244
H -2.7344 2.0816 -1.2500
H -4.3851 0.6648 1.9127
H -4.0613 -1.5797 2.8593
H -1.3120 0.8993 3.9681
H 0.5619 -3.0751 -3.3428
H -2.1446 1.9406 1.7339
H 0.8414 2.4900 -3.6666
H 4.8585 3.4064 -0.6592
C 4.3378 0.1358 0.0205
C 5.0414 0.4255 -2.2556
H -1.5510 -2.8071 0.1780
C 4.8026 2.3368 -0.8195
C -1.7789 -3.0374 2.3154
C -1.0005 -3.2316 1.0251
H -2.3212 3.3668 -2.3805
H 0.9778 0.0000 -4.2665
C -0.1387 3.6399 0.0105
C -2.1184 -1.3067 -2.1043
H 4.1584 1.9248 1.1841
H 0.1844 -3.3490 -1.6551
C 0.7938 3.1651 -2.8085
C -3.3961 0.3781 2.2672
C 0.6222 -2.6236 -2.3474
N 0.2851 -2.5080 1.1549
C 4.6456 -0.4094 -1.2199
H -2.7495 -3.5317 2.2455
N -2.3061 0.9767 1.4651
H 5.2833 -0.0047 -3.2181
H -0.8835 -4.2974 0.8276
H -3.3136 0.7409 3.2904
C 5.1202 1.7940 -2.0549
C 4.4093 1.5079 0.2186
H -0.8314 3.3996 0.8231
H 0.9654 0.7658 3.3110
H -3.4557 -1.4769 1.2058
C -0.0698 -0.2526 -4.0779
N 0.3908 -0.0698 3.2545
```

Here are the natural (NBO) charges for atoms 1 to 2, given in e: number 1, C, carries -0.234; number 2, H, carries 0.250

---

[5]
ORCA calculation (ωB97M-V/def2-TZVPD) on C18H31N5O16S4 as an isolated structure.

LUMO, eV: 0.1
Relative energy (zero: lowest compared OMol25 entry of this formula, charge and spin), kcal/mol: 0.0
DFT total energy, Ha: -3774.68695
Strongest force on any atom, eV/A: 4.2
E_HOMO, eV: -11.0

```
74
C18H31N5O16S4 | OMol25 | ωB97M-V/def2-TZVPD
O -10.7854 -18.5453 13.1343
C -6.6996 -18.2836 14.0783
H -4.2330 -10.6973 18.4193
O -9.5247 -11.7853 15.2388
N -2.5145 -10.7692 14.9962
C -1.2468 -12.9579 14.4241
H -8.3398 -15.3786 15.6353
S -9.4423 -12.6067 13.8466
O 0.3261 -14.0735 19.3557
C -1.8130 -16.8142 18.4390
H -8.0618 -13.6604 17.5881
H -11.2303 -17.9419 11.1852
H -9.6580 -9.8057 14.4394
C -7.4846 -15.4329 16.2746
O -0.7270 -16.2094 19.1354
H -8.7762 -10.0580 15.9418
H -2.7799 -15.7590 16.6344
S -10.9071 -17.5980 14.4228
H -5.6650 -13.6460 10.0321
H -4.2640 -8.9934 18.4932
H -3.5003 -9.8335 17.1353
H -9.5196 -17.8788 11.6669
H -5.5989 -17.3247 12.6533
N -8.8706 -17.0463 18.7068
C -2.5249 -15.6507 17.7022
H -6.3887 -14.5350 17.8966
O -5.8063 -13.4167 14.0857
O -9.6160 -17.4877 15.0960
H -0.2821 -12.6545 13.9801
O -11.9896 -18.1075 15.1990
H -7.2530 -16.6993 12.8429
H -5.9190 -13.7373 11.8235
O -4.3232 -14.2461 15.8459
N -8.1698 -15.4245 10.4422
O -11.4646 -16.3317 13.7168
C -10.7724 -16.1948 12.4264
C -10.5330 -17.6965 11.9711
C -4.3438 -9.8315 17.7814
O -8.9141 -13.9418 14.0245
H -7.5302 -9.8503 13.4309
H -6.9471 -18.3194 12.1082
H -1.0971 -13.4101 15.3687
C -8.8394 -19.4292 17.7143
O -8.4863 -11.6684 13.0757
H -9.8521 -15.5861 12.5121
H -11.3963 -15.6516 11.7237
H -3.4291 -15.3971 18.1881
O -1.6097 -14.5457 17.8470
C -6.6494 -17.5753 12.8458
H -9.8659 -19.5587 17.4263
H -6.8195 -12.5672 11.0231
H -1.3904 -17.4976 17.6946
C -6.4104 -13.5467 10.8445
O -10.7214 -12.5399 13.2016
C -8.8256 -18.1012 18.2375
C -9.0084 -10.4472 14.9664
H -7.4627 -16.4756 16.7444
N -6.6173 -9.8283 16.5958
H -8.2103 -19.4633 16.8271
O -1.9299 -14.4999 20.3390
S -0.9179 -14.6859 19.3064
C -7.8515 -10.7006 13.9945
S -5.6544 -14.0006 15.3710
C -7.4239 -14.5648 10.6215
C -7.1911 -14.2021 17.2055
H -8.5034 -20.0640 18.4389
C -1.9769 -11.7738 14.7611
N -6.6737 -18.7765 15.1132
C -5.5790 -9.8896 17.0854
O -6.3521 -15.4125 15.3552
H -2.4409 -17.2608 19.2184
H -1.7058 -13.5211 13.6698
O -6.5188 -13.1839 16.3950
H -6.9155 -11.0772 14.3975
```

Here are the Mulliken charges for atoms 1 to 2, given in e: number 1, O, carries -0.343; number 2, C, carries 0.521

---

[6]
ORCA calculation (ωB97M-V/def2-TZVPD) on C2H4NP as an isolated structure.

LUMO, eV: 0.4
Relative energy (zero: lowest compared OMol25 entry of this formula, charge and spin), kcal/mol: 56.0
DFT total energy, Ha: -474.58451
Strongest force on any atom, eV/A: 4.1
E_HOMO, eV: -8.1

```
8
C2H4NP | OMol25 | ωB97M-V/def2-TZVPD
P -0.0121 0.9379 -0.2100
H 1.6164 -0.7018 -0.8685
H -3.4787 -0.9019 -0.8023
N -2.9562 -0.2883 -0.1809
H 2.1229 -0.0251 0.6673
C 1.3119 -0.1061 -0.0532
C -2.0911 0.1086 0.4477
H -0.1166 1.6439 0.9921
```

Here are the natural (NBO) charges for atoms 1 to 2, given in e: number 1, P, carries 0.484; number 2, H, carries 0.208

---

[7]
ORCA calculation (ωB97M-V/def2-TZVPD) on C43H39FN4O4S5Sb2W as an isolated structure.

LUMO, eV: -1.9
Relative energy (zero: lowest compared OMol25 entry of this formula, charge and spin), kcal/mol: 0.0
DFT total energy, Ha: -4820.41351
Strongest force on any atom, eV/A: 3.6
E_HOMO, eV: -7.4

```
99
C43H39FN4O4S5Sb2W | OMol25 | ωB97M-V/def2-TZVPD
H 1.3461 -5.4204 3.2409
C -5.4950 -3.9930 -1.7928
C 0.4201 -4.8944 3.0177
C 1.2947 -6.3743 -1.0463
C 1.3927 -3.9071 -2.3955
H 1.9479 -1.8634 -2.7550
H -6.5174 -4.3063 -1.9849
C 6.5223 1.6250 1.4687
H -1.1952 -4.8887 -2.9411
C 0.5095 -4.0818 -1.3106
N -1.4371 0.0818 3.0098
H 4.5514 0.8276 -2.5077
H 7.1922 2.0549 3.4491
C 1.4569 -2.6804 -3.2559
C -3.9045 -2.4003 -0.9797
H -3.7335 -1.4261 -0.5881
H -1.7585 -6.1917 -1.8978
C -3.0935 -4.4537 -1.9411
H 7.7507 -0.2083 -0.2269
O 1.0928 -0.3464 -1.3686
C 5.0649 1.7919 3.3803
S -2.1866 0.3597 0.0695
C -0.8595 -3.4781 1.4771
C 2.9750 0.9796 0.4782
H 0.4746 -2.3256 -3.5279
H -3.0415 -1.8046 1.6565
H 8.8720 0.9360 -0.9615
C -1.7959 -4.2135 3.5877
H 6.2055 3.0173 -2.5921
H -3.9924 -3.2709 1.8655
H -2.5576 -5.8868 -3.4400
O 2.2226 0.7064 -3.0872
H 8.6280 1.2518 1.5444
H 2.0085 -2.8857 -4.1766
H 6.7817 0.6637 -2.2470
C 1.8272 -1.4446 3.0090
C 3.9610 1.5133 2.6497
C 0.4477 -5.3356 -0.6878
C -1.9160 -3.4645 2.4135
C 2.6277 -1.8147 4.0905
C 7.9021 1.6514 0.8422
W 0.1827 0.1353 0.2021
C -5.2205 -2.7543 -1.2396
C -2.8184 -3.2468 -1.2424
O 1.4941 -1.4443 0.6804
H -0.6076 -5.5255 4.8058
C 6.9879 2.7590 -1.8716
H -2.6318 -4.2118 4.2857
C -0.6565 -4.9391 3.8910
C 7.9130 0.8482 -0.4529
H -0.2979 -5.5257 0.0768
C 6.3408 1.8417 2.8113
H -3.4281 1.4219 3.6412
C 3.8665 -2.3859 3.8875
N -2.6703 1.9745 3.2811
H -6.0201 -2.0554 -1.0084
S -2.7378 3.1315 -2.5378
S -1.5795 -0.4733 -3.4493
H 8.1979 2.6861 0.6440
H 2.2546 -1.6480 5.1003
C 0.3090 -4.1668 1.8382
C 3.5143 -2.2362 1.4944
S -0.4467 2.2340 1.7969
N -0.2422 -0.3684 2.3828
H 4.4849 -2.6822 4.7283
C 2.2501 -1.6806 1.7104
F 4.9513 2.0148 4.6988
C 4.3068 -2.5870 2.5742
C 3.1553 0.8139 -0.9164
H -2.8820 2.8801 2.9143
H 6.9279 3.4715 -1.0428
C -3.1823 -2.6665 2.2802
H 3.8307 -2.4129 0.4721
C 0.5369 -0.8572 3.2454
Sb -0.8452 -2.5543 -0.5277
N 5.4964 1.1705 -0.6985
H 2.9116 -4.8337 -3.5823
C 4.1216 1.2897 1.2737
O 1.8556 0.8980 1.0785
C 2.2119 -6.1802 -2.0684
H 1.2291 -7.3306 -0.5284
C -4.4363 -4.8051 -2.1556
H 2.9730 1.4643 3.0993
C -2.0856 -5.4024 -2.5811
H 2.8943 -6.9774 -2.3554
C 4.4131 0.9312 -1.4356
H 7.9592 2.8744 -2.3638
C 2.2348 -4.9671 -2.7406
C 5.3834 1.3619 0.6797
C -1.5892 1.3289 2.7637
H 1.1589 -4.1676 1.1720
Sb -1.5187 1.3128 -2.0773
C 2.0522 0.5374 -1.9224
S 0.4764 2.2856 -1.0080
H -4.6378 -5.7450 -2.6680
C 6.8152 1.3220 -1.3870
H -3.4910 -2.3026 3.2625
H 5.2843 -3.0287 2.3952
H 0.1817 -0.7921 4.2675
```

Here are the natural (NBO) charges for atoms 1 to 2, given in e: number 1, H, carries 0.215; number 2, C, carries -0.197